{"formula": "C4H6F3N", "method": "wB97M-V/def2-TZVPD", "e_lumo_ha": 0.02660, "orbital_gap_ev": 10.36, "max_force_ev_per_a": 5.5, "e_tot_ha": -510.2282, "homo_ev": -9.635, "de_lowest_kj_mol": 298.4, "symbols": ["C", "C", "C", "C", "H", "H", "H", "H", "H", "H", "N", "F", "F", "F"], "xyz": [[0.9305, -0.0282, 0.2066], [-0.3314, -0.0832, 1.1511], [-1.2880, 0.5107, -0.0470], [0.1456, 0.8322, -0.7506], [0.4287, -2.0735, -0.1411], [1.2226, -0.8871, -1.6296], [1.7607, 0.4883, 0.8571], [-0.2305, 0.4543, 2.0571], [-1.8537, 1.5052, 0.3005], [0.3480, 1.9290, -0.5638], [1.3382, -1.3361, -0.5199], [-0.7345, -1.3150, 1.6067], [-1.9197, -0.5495, -0.5047], [0.1835, 0.5528, -2.0225]], "forces_ev_per_a": [[1.1, -1.4, 1.5], [-0.4, -0.2, -1.5], [3.6, 2.4, 3.4], [-2.4, 2.8, 3.1], [3.4, 2.7, -2.3], [0.0, -3.0, 3.9], [-1.0, -1.1, -1.9], [0.2, 1.3, 0.6], [0.4, -2.6, -1.3], [-0.2, -0.9, -0.5], [-3.7, 1.2, -0.3], [0.0, -0.5, -0.5], [-1.5, -0.4, -1.3], [0.4, -0.3, -2.9]]}

{"formula": "C25H35F10N7O3P2Ru", "method": "wB97M-V/def2-TZVPD", "e_lumo_ha": [-0.19890, -0.30655], "total_charge": 2, "orbital_gap_ev": [8.49, 5.66], "spin_multiplicity": 5, "max_force_ev_per_a": 2.0, "e_tot_ha": -3358.4220, "homo_ev": [-13.903, -14.003], "de_lowest_kj_mol": 61.3, "symbols": ["Ru", "C", "N", "C", "C", "N", "C", "C", "F", "C", "F", "C", "F", "C", "F", "C", "F", "C", "C", "N", "C", "C", "F", "C", "F", "C", "F", "C", "F", "C", "F", "H", "H", "H", "H", "H", "H", "H", "H", "H", "H", "H", "C", "N", "C", "P", "O", "O", "P", "O", "N", "C", "C", "N", "C", "C", "N", "C", "C", "H", "H", "H", "H", "H", "H", "H", "H", "H", "H", "H", "H", "H", "H", "H", "H", "H", "H", "H", "H", "H", "H", "H", "H"], "xyz": [[-1.5993, -0.2193, -0.6596], [-4.0714, -0.5837, -2.1809], [-2.6974, -1.0930, -2.1804], [-1.9671, -0.7442, -3.4087], [-1.6686, 0.7623, -3.4340], [-1.6199, 1.2127, -2.0648], [-1.6487, 2.5206, -1.7580], [-1.2094, 3.5751, -2.5953], [-0.7795, 3.3044, -3.8343], [-1.1124, 4.8826, -2.1430], [-0.5998, 5.8101, -2.9370], [-1.5157, 5.2146, -0.8473], [-1.4100, 6.4560, -0.4044], [-2.0068, 4.2084, -0.0051], [-2.3905, 4.5051, 1.2306], [-2.0765, 2.9089, -0.4647], [-2.5627, 1.9139, 0.3323], [-2.6728, -2.5417, -1.9564], [-3.0543, -2.8352, -0.5085], [-2.3362, -1.9167, 0.3556], [-2.3175, -2.1577, 1.6760], [-1.4059, -1.4232, 2.4721], [-0.6287, -0.5241, 1.8231], [-1.2481, -1.5920, 3.8293], [-0.3228, -0.8874, 4.4815], [-2.0438, -2.5250, 4.5019], [-1.8980, -2.7128, 5.7997], [-2.9881, -3.2579, 3.7741], [-3.7529, -4.1391, 4.3953], [-3.1151, -3.0872, 2.4027], [-4.0482, -3.8052, 1.7728], [-4.6682, -1.0570, -2.9663], [-4.0812, 0.4941, -2.3386], [-4.5408, -0.7875, -1.2175], [-2.5371, -1.0539, -4.2907], [-1.0179, -1.2906, -3.3919], [-2.4334, 1.3237, -3.9887], [-0.7100, 0.9231, -3.9455], [-1.6511, -2.8976, -2.1311], [-3.3503, -3.0546, -2.6494], [-2.7939, -3.8784, -0.2901], [-4.1389, -2.7480, -0.3648], [2.3166, -2.2819, 2.3844], [1.5512, -2.3587, 1.1539], [1.1200, -3.6967, 0.7851], [1.7850, -1.3210, -0.1237], [0.6365, -1.2380, -1.0503], [2.1362, 0.0736, 0.6151], [1.3436, 1.5210, 0.6213], [-0.0531, 1.3529, 0.1868], [2.1696, 2.4699, -0.4566], [3.1928, 3.4291, -0.1085], [2.0900, 2.1269, -1.8617], [1.5292, 2.0543, 2.1600], [0.4140, 2.6018, 2.9042], [2.7761, 1.9498, 2.8847], [3.1909, -1.6730, -0.9473], [4.4109, -1.9855, -0.2338], [3.2758, -1.5864, -2.3858], [3.0895, -3.0549, 2.4362], [1.6453, -2.4249, 3.2345], [2.7808, -1.3030, 2.4750], [0.7950, -4.2188, 1.6825], [1.9146, -4.2803, 0.3103], [0.2789, -3.6207, 0.0980], [3.0482, 3.7607, 0.9144], [3.1082, 4.2888, -0.7743], [4.2002, 3.0169, -0.2119], [1.3363, 1.3515, -1.9953], [3.0537, 1.7644, -2.2310], [1.8059, 3.0023, -2.4532], [-0.5036, 2.4595, 2.3386], [0.5573, 3.6699, 3.0912], [0.3231, 2.0971, 3.8686], [3.5442, 1.5294, 2.2417], [2.6542, 1.3060, 3.7593], [3.0986, 2.9340, 3.2332], [4.2094, -2.6755, 0.5827], [4.8714, -1.0878, 0.1873], [5.1145, -2.4602, -0.9162], [2.2986, -1.3164, -2.7779], [3.5756, -2.5470, -2.8153], [4.0060, -0.8323, -2.6956]], "forces_ev_per_a": [[0.7, 0.9, -0.7], [-0.7, 0.3, 0.0], [0.3, -0.2, 0.3], [0.5, 0.3, -0.5], [-0.2, -0.3, -0.7], [0.4, -0.2, 0.4], [-0.1, 1.1, 0.2], [0.0, 0.0, -0.1], [-0.1, 0.1, 0.4], [0.0, -0.1, -0.1], [-0.2, -0.1, 0.1], [0.1, -0.1, 0.1], [-0.1, -0.5, -0.2], [-0.1, -0.2, 0.1], [0.0, 0.0, -0.2], [0.0, -0.3, 0.1], [-0.1, 1.0, -0.2], [0.1, -0.7, 0.3], [-0.4, -0.4, -0.6], [0.2, -0.1, 0.8], [0.1, -0.1, 0.3], [0.6, 0.6, 0.0], [-0.6, -0.5, 0.9], [0.3, 0.3, -0.2], [-0.3, -0.2, -0.1], [0.0, 0.0, 0.2], [-0.1, 0.1, -0.6], [-0.1, -0.2, -0.3], [0.1, 0.2, -0.1], [-0.2, -0.3, 0.2], [0.3, 0.2, 0.3], [0.1, -0.1, 0.0], [0.1, -0.1, 0.0], [0.0, 0.1, -0.1], [0.0, 0.0, 0.1], [-0.2, 0.0, 0.0], [0.2, -0.1, 0.1], [-0.2, 0.0, 0.1], [-0.2, 0.1, 0.0], [0.1, 0.0, 0.1], [-0.1, 0.2, 0.1], [0.2, 0.0, 0.0], [0.1, 0.1, 0.4], [0.2, 0.7, -0.8], [-0.1, -0.2, -0.2], [1.9, -0.3, 0.2], [-0.9, 0.1, -0.4], [-0.7, 0.4, 0.0], [2.0, 0.3, 0.3], [-1.2, -0.9, -0.2], [-0.8, -0.5, 0.9], [0.2, 0.2, 0.1], [0.0, -0.1, -0.2], [-0.2, -0.4, -1.1], [-0.3, 0.3, 0.1], [0.3, 0.0, 0.2], [-1.5, -0.2, 0.6], [0.1, 0.1, 0.3], [0.0, 0.1, -0.5], [0.0, 0.1, 0.0], [0.0, 0.0, 0.0], [0.0, 0.0, 0.1], [0.0, -0.1, 0.0], [0.0, -0.1, 0.0], [0.0, -0.1, -0.1], [0.1, 0.1, 0.0], [0.0, 0.1, 0.1], [0.0, 0.0, 0.0], [0.0, -0.1, -0.2], [0.0, -0.1, 0.0], [0.0, 0.0, 0.0], [-0.1, 0.0, 0.1], [0.0, 0.0, 0.0], [0.0, -0.1, -0.1], [0.2, 0.0, 0.0], [0.0, 0.0, 0.0], [0.1, 0.0, 0.0], [0.1, -0.1, 0.0], [0.1, 0.0, -0.1], [0.0, 0.0, 0.0], [0.1, 0.0, -0.1], [0.0, 0.1, 0.0], [0.0, 0.0, 0.0]]}

{"formula": "C4H5NO2S", "method": "wB97M-V/def2-TZVPD", "e_lumo_ha": 0.02380, "orbital_gap_ev": 9.72, "max_force_ev_per_a": 2.4, "e_tot_ha": -758.7787, "homo_ev": -9.076, "de_lowest_kj_mol": 266.3, "symbols": ["C", "C", "C", "C", "H", "H", "H", "H", "H", "N", "O", "O", "S"], "xyz": [[-0.0107, -1.2221, -0.0058], [1.2532, -0.4795, 0.3808], [0.9634, 0.9887, 0.4087], [-0.4800, 1.1177, 0.0267], [-2.5993, 0.5266, -0.8304], [0.1218, -1.8636, -0.8874], [-0.2792, -1.8243, 0.8493], [1.9149, -0.9967, 1.0565], [1.4304, 1.6694, 1.1286], [-0.9882, -0.1694, -0.1831], [-2.1934, -0.3685, -0.8357], [-1.1354, 2.1185, -0.1566], [2.0023, 0.5034, -0.9516]], "forces_ev_per_a": [[-0.3, -0.2, -0.1], [0.0, 0.3, -0.8], [0.0, -0.2, 0.9], [-1.0, -1.1, -0.8], [0.3, -0.3, 0.0], [-0.2, 0.3, 0.1], [-0.3, -0.5, 0.2], [0.1, 0.3, 0.2], [-0.5, -0.3, -0.2], [1.6, 1.7, 0.7], [0.1, 0.2, 0.1], [-0.2, 0.2, 0.1], [0.3, -0.3, -0.3]]}

{"formula": "C12H36O18PV", "method": "wB97M-V/def2-TZVPD", "e_lumo_ha": 0.15377, "total_charge": -2, "orbital_gap_ev": 3.49, "max_force_ev_per_a": 9.4, "e_tot_ha": -3118.3905, "homo_ev": 0.689, "de_lowest_kj_mol": 547.0, "symbols": ["O", "V", "O", "P", "O", "O", "O", "O", "C", "C", "O", "O", "H", "H", "H", "H", "H", "H", "C", "C", "O", "O", "H", "H", "H", "H", "H", "H", "C", "C", "O", "O", "H", "H", "H", "H", "H", "H", "C", "C", "O", "O", "H", "H", "H", "H", "H", "H", "C", "C", "O", "O", "H", "H", "H", "H", "H", "H", "C", "C", "O", "O", "H", "H", "H", "H", "H", "H"], "xyz": [[0.6360, 0.4799, -1.1161], [0.1178, 0.4395, 0.3646], [-0.9682, -0.7716, 0.4114], [0.6557, 1.9615, 2.5964], [-0.2916, 0.7945, 2.6110], [1.4593, 1.3763, 3.7272], [-0.3046, 2.7379, 3.4972], [1.1464, 2.1494, 1.1465], [2.0357, -2.1216, 0.3397], [1.7560, -3.4511, 1.0012], [0.3107, -3.6532, 1.1964], [1.6927, -1.0942, 1.1976], [1.5291, -1.9436, -0.6089], [3.1093, -2.1805, 0.1608], [2.2925, -3.4758, 1.9497], [2.0920, -4.2962, 0.4002], [0.1563, -3.6976, 2.1428], [2.3932, -0.9668, 1.8416], [-2.2533, 1.7521, -1.2987], [-1.7446, 1.9279, -2.7615], [-1.2052, 3.2307, -3.1160], [-1.3744, 2.2300, -0.3166], [-2.4863, 0.7120, -1.0706], [-3.2163, 2.2605, -1.2500], [-2.4507, 1.5302, -3.4904], [-0.8460, 1.3165, -2.8435], [-0.6761, 3.5518, -2.3821], [-1.4475, 3.1865, -0.2791], [5.0992, 0.9524, -2.0602], [4.2505, -0.0655, -2.7250], [4.4099, -1.3421, -2.1743], [6.4107, 0.7315, -2.5247], [5.0359, 0.9290, -0.9723], [4.7531, 1.9702, -2.2399], [4.4421, -0.2008, -3.7895], [3.2070, 0.1775, -2.5245], [4.3693, -2.0122, -2.8605], [7.0821, 0.6887, -1.8398], [-4.5779, -0.6135, 1.8162], [-4.7277, 0.9365, 1.9167], [-4.0605, 1.4543, 3.0365], [-5.0288, -1.2099, 2.9694], [-3.5541, -0.8930, 1.5672], [-5.2779, -0.9031, 1.0325], [-5.7343, 1.2797, 2.1555], [-4.3820, 1.5225, 1.0651], [-4.5350, 1.3221, 3.8605], [-5.9858, -1.1383, 2.9933], [1.9694, 3.6869, -1.3136], [3.0898, 4.1573, -0.3168], [3.4031, 3.0153, 0.4367], [0.7572, 3.9084, -0.6133], [1.9532, 2.6285, -1.5736], [1.8816, 4.4195, -2.1159], [2.8057, 5.0304, 0.2706], [3.9852, 4.3503, -0.9077], [2.5253, 2.6742, 0.6230], [0.6678, 3.2614, 0.0904], [-2.5163, -5.2934, 0.1395], [-3.2120, -4.0798, 0.7391], [-3.5128, -3.0739, -0.1997], [-1.2437, -5.1485, -0.4350], [-3.1659, -5.7438, -0.6110], [-2.3983, -6.0503, 0.9149], [-2.5874, -3.6182, 1.5038], [-4.2150, -4.2969, 1.1063], [-2.6950, -2.8591, -0.6543], [-0.8056, -4.5391, 0.1636]], "forces_ev_per_a": [[1.6, 0.2, -2.3], [-2.7, -1.2, 5.5], [0.4, 0.9, -0.5], [-2.6, -0.5, 8.8], [-2.8, -5.6, -7.1], [6.2, -0.2, -0.2], [-0.4, 5.5, -2.0], [0.0, -0.1, -1.4], [0.5, -1.2, -0.3], [-1.7, -0.3, -0.4], [1.4, 0.0, 0.4], [-0.4, 1.1, -0.1], [-0.1, -0.3, 0.1], [0.3, 0.5, -0.4], [-0.2, 0.0, 0.2], [0.2, 0.0, -0.2], [-0.2, 0.3, 0.0], [-0.2, 0.8, 0.5], [-1.0, 0.5, -1.4], [2.4, -0.5, 1.0], [-1.8, -0.2, -0.2], [-0.3, -0.8, -0.1], [0.4, -0.2, -0.2], [-0.2, 0.4, 0.3], [-0.3, 0.7, 0.0], [-0.2, -0.7, 0.1], [0.4, -0.1, 0.5], [0.4, 0.1, 0.4], [0.3, 0.2, 0.6], [-1.8, -0.2, -0.1], [0.8, -1.5, 1.0], [1.3, 0.2, -0.6], [-0.1, -0.6, 0.1], [0.0, 0.1, -0.7], [0.0, 0.9, -0.2], [-0.3, 0.5, -0.4], [0.0, 0.2, 0.1], [-0.4, 0.1, 0.2], [-0.7, 2.3, -1.8], [0.0, 0.0, 1.4], [1.4, 0.6, 0.4], [-0.2, -1.0, 1.9], [-0.1, 0.0, 0.3], [0.4, -0.2, -0.8], [-1.0, -0.7, -1.0], [0.2, -0.5, -0.2], [-0.1, -0.4, -0.3], [0.0, 0.0, 0.0], [-0.7, 2.3, 1.8], [0.5, -2.1, -2.1], [1.4, 0.9, 0.1], [-1.4, 1.4, -1.4], [0.9, 0.0, -0.4], [0.4, -0.4, -0.7], [-0.3, 0.0, -0.1], [0.3, 0.6, -0.1], [-0.6, -1.1, 1.2], [0.3, -0.7, 0.8], [-0.7, -1.2, 0.1], [0.2, 0.7, -0.5], [0.0, 0.0, -0.9], [-0.7, 0.6, -0.5], [-0.1, 0.1, -0.2], [-0.4, -0.2, 0.5], [0.0, -0.2, 0.5], [0.3, -0.7, 0.6], [0.3, 0.4, 0.0], [1.1, 0.4, 0.2]]}

{"formula": "C3H5NO", "method": "wB97M-V/def2-TZVPD", "e_lumo_ha": 0.02401, "orbital_gap_ev": 10.29, "max_force_ev_per_a": 4.8, "e_tot_ha": -247.2381, "homo_ev": -9.641, "de_lowest_kj_mol": 181.5, "symbols": ["C", "C", "C", "N", "O", "H", "H", "H", "H", "H"], "xyz": [[-1.4104, 0.0631, 0.5241], [3.0946, -0.7388, 0.1202], [-2.4389, 0.7164, -0.2124], [-0.5290, -0.4916, 0.9823], [3.7076, 0.2560, 0.1021], [1.9681, -0.6462, -0.1761], [3.5060, -1.7609, 0.0029], [-1.7659, 1.0290, -1.0443], [-2.8656, 1.5539, 0.1797], [-3.2666, 0.0191, -0.4784]], "forces_ev_per_a": [[-0.5, -0.2, 0.9], [-3.6, -1.6, -2.8], [0.9, -1.9, -2.5], [1.0, -0.6, 0.6], [2.2, 2.1, 0.8], [1.1, -0.6, 1.1], [0.3, 0.0, 0.8], [-1.4, 0.0, -0.4], [-0.8, 2.3, 1.6], [0.9, 0.4, -0.2]]}

{"formula": "C2H8NO2", "method": "wB97M-V/def2-TZVPD", "e_lumo_ha": 0.16528, "total_charge": -1, "orbital_gap_ev": 7.30, "max_force_ev_per_a": 3.3, "e_tot_ha": -286.2013, "homo_ev": -2.801, "de_lowest_kj_mol": 120.6, "symbols": ["C", "N", "C", "O", "H", "H", "H", "H", "H", "H", "H", "H", "O"], "xyz": [[-0.2387, -1.4396, 0.5373], [0.2752, -0.1600, 0.0505], [-0.7683, 0.8909, 0.4488], [-1.0526, 0.7505, 1.8399], [0.4218, -2.2404, 0.8308], [-0.8550, -1.9129, -0.3113], [-0.9432, -1.2080, 1.3142], [1.1169, 0.1979, 0.4977], [-1.5754, 0.4881, -0.1610], [-0.3929, 1.9377, 0.0828], [0.9680, 0.2540, -1.3695], [1.4759, 1.6754, -1.7836], [1.5682, 0.7665, -1.9766]], "forces_ev_per_a": [[-1.3, -0.6, -1.9], [0.4, 0.7, 0.0], [0.2, -0.9, 3.0], [0.5, 1.4, -2.9], [0.8, 0.2, 0.2], [0.8, 0.6, 0.8], [-0.2, -0.1, 0.8], [0.0, -0.9, 0.5], [-0.9, 0.8, -0.5], [-0.5, -1.6, 0.5], [-0.3, 0.1, 0.4], [-0.4, 1.3, 0.5], [0.9, -1.2, -1.4]]}

{"formula": "C4H6S4", "method": "wB97M-V/def2-TZVPD", "e_lumo_ha": -0.04931, "orbital_gap_ev": 7.46, "max_force_ev_per_a": 4.8, "e_tot_ha": -1748.6478, "homo_ev": -8.798, "de_lowest_kj_mol": 262.3, "symbols": ["C", "C", "C", "C", "H", "H", "H", "H", "H", "H", "S", "S", "S", "S"], "xyz": [[-0.8858, -1.4904, -2.7576], [-0.2442, -0.7202, -0.4207], [0.5462, 0.0720, 0.6168], [0.6158, 1.8476, 2.5245], [-0.3433, -2.4474, -2.6708], [-0.7939, -1.3077, -3.8779], [-1.8176, -1.3308, -2.0440], [-0.1291, 2.8403, 3.0450], [1.1854, 2.2311, 1.5808], [1.2946, 1.6346, 3.5274], [0.2221, -0.3920, -1.9677], [-1.2890, -1.9348, 0.0467], [2.2180, 0.4065, 0.4769], [-0.5792, 0.5914, 1.9205]], "forces_ev_per_a": [[0.0, -0.1, -0.8], [0.6, -1.0, 2.4], [0.6, 0.0, 0.1], [-1.0, 3.6, 3.0], [-1.1, -0.2, 0.4], [-1.0, 0.3, 1.4], [1.1, -1.1, -2.5], [2.1, -3.0, -1.9], [-0.9, -0.5, 2.3], [-1.5, -0.1, -3.1], [0.9, 1.3, -1.1], [0.5, 1.0, 0.4], [-2.9, -0.8, 0.0], [2.6, 0.6, -0.7]]}